Entry 1:
C35H55INO11P | the ωB97M-V functional and the def2-TZVPD basis

```
104
Properties=species:S:1:pos:R:3:forces:R:3:mulliken_charge:R:1
C 1.092 -0.179 5.452 0.6 -0.3 0.1 -0.84
N 0.142 -1.208 5.005 0.0 0.6 -0.2 -0.34
C -1.108 -0.661 4.436 0.4 -0.5 0.1 -1.44
C -1.515 -1.558 3.277 0.0 1.1 0.7 1.33
C -2.474 -2.519 3.445 -0.5 -0.3 0.2 -0.37
I -3.468 -2.811 5.291 0.2 0.0 -0.4 0.10
C -2.841 -3.357 2.385 -0.6 -0.5 1.3 0.59
O -3.820 -4.288 2.618 0.3 0.1 -0.3 -0.54
C -2.217 -3.234 1.176 -0.4 -0.5 -1.0 0.24
C -1.242 -2.249 1.013 0.5 0.3 -1.1 0.13
C -0.888 -1.390 2.029 0.7 0.0 0.6 -0.85
C 0.120 -0.277 1.896 0.0 1.4 0.0 -0.91
C -0.635 1.088 1.678 -0.2 -1.0 -0.7 -1.04
C -0.753 1.380 0.174 -0.2 0.4 0.2 0.22
C -1.782 2.488 -0.159 0.4 0.1 -0.6 -0.86
C -1.260 3.560 -1.153 -0.4 0.3 0.1 -0.81
C -1.069 4.974 -0.542 0.2 -0.4 -0.2 -0.33
O -1.987 5.933 -1.038 0.0 0.1 0.4 -0.48
C -3.318 5.652 -0.646 -0.2 -0.1 -0.4 -0.76
C -0.594 -2.169 -0.336 0.2 -0.5 -0.6 0.22
O 0.511 -1.711 -0.575 -0.8 0.1 0.5 -0.60
C -1.365 -2.753 -1.500 0.4 0.5 0.9 0.60
C -1.027 -2.296 -2.743 0.5 0.6 -0.4 -0.60
C -1.632 -2.796 -3.878 0.4 0.5 -0.3 -0.15
C -1.182 -2.279 -5.217 0.8 0.1 -0.6 -1.34
C 0.348 -2.499 -5.488 0.5 0.1 1.0 0.59
C 1.211 -1.285 -5.022 0.0 -0.7 0.0 -1.28
C 0.894 -3.761 -4.779 -0.1 0.0 0.1 -1.17
C -2.593 -3.765 -3.714 -0.3 -0.4 -1.1 -0.85
C -2.956 -4.242 -2.475 -1.0 -0.3 0.8 0.34
P -4.211 -5.565 -2.428 0.2 -1.5 -1.0 1.17
O -3.618 -6.891 -2.452 0.4 -0.3 0.3 -0.75
O -5.039 -5.393 -3.827 -0.1 0.8 1.2 -0.59
O -5.314 -5.352 -1.276 0.4 0.9 -0.7 -0.52
C -2.332 -3.726 -1.347 -0.3 -0.1 1.0 0.75
C -2.604 -4.190 0.056 0.1 -0.5 0.4 -0.10
O -3.076 -5.283 0.302 0.4 0.8 -0.5 -0.53
H 1.264 -0.193 6.534 -0.3 0.0 -0.1 0.29
H 2.066 -0.392 4.992 -0.1 0.2 0.1 0.32
H 0.818 0.844 5.161 -0.1 -0.2 0.0 0.26
H 0.605 -1.740 4.279 -0.1 -0.1 0.1 0.38
H -0.980 0.374 4.095 0.0 -0.1 0.0 0.08
H -1.866 -0.659 5.221 0.0 0.1 -0.2 0.54
H -3.440 -4.929 3.235 -0.4 -0.1 0.0 0.35
H 0.727 -0.143 2.793 -0.1 -0.4 0.0 0.21
H 0.820 -0.398 1.073 -0.2 -0.3 0.1 0.57
H -1.652 0.962 2.069 0.1 0.3 0.1 0.50
H -0.142 1.910 2.205 -0.1 -0.1 -0.1 0.37
H -1.055 0.476 -0.365 0.1 0.0 0.2 -0.42
H 0.241 1.640 -0.210 -0.1 0.0 0.0 0.39
H -2.137 2.998 0.744 0.1 -0.2 0.0 0.46
H -2.659 2.019 -0.619 0.0 0.0 0.3 0.36
H -1.985 3.657 -1.971 0.2 0.1 0.1 0.41
H -0.326 3.257 -1.637 -0.1 -0.2 0.2 0.52
H -0.074 5.346 -0.799 -0.2 0.1 0.1 0.22
H -1.148 4.929 0.555 0.1 0.0 -0.1 0.32
H -3.828 5.135 -1.471 -0.1 -0.1 0.3 0.28
H -3.869 6.576 -0.449 0.3 0.0 -0.1 0.28
H -3.365 5.030 0.257 0.1 0.1 -0.1 0.30
H -0.253 -1.540 -2.814 -0.1 0.0 0.0 0.62
H -1.337 -1.194 -5.248 -0.3 -0.2 -0.1 0.40
H -1.716 -2.720 -6.064 -0.3 -0.1 0.4 0.32
H 0.547 -2.634 -6.555 -0.5 0.1 0.0 0.52
H 0.636 -0.357 -4.972 0.2 0.0 -0.2 0.34
H 2.073 -1.194 -5.689 -0.1 0.3 0.1 0.38
H 1.622 -1.488 -4.026 -0.1 0.2 -0.1 0.16
H 0.177 -4.589 -4.787 0.2 0.0 -0.3 0.35
H 1.847 -4.073 -5.219 -0.2 -0.1 -0.1 0.41
H 1.115 -3.566 -3.723 -0.1 0.0 -0.1 0.06
H -3.050 -4.181 -4.607 -0.1 0.0 0.2 0.49
H -5.815 -4.856 -3.607 -0.1 -0.1 -0.5 0.33
H -5.293 -4.426 -0.991 -0.2 -0.2 0.4 0.39
C 0.180 8.312 1.099 -0.1 0.0 0.0 -0.92
O 0.393 7.013 1.627 0.1 0.2 0.1 -0.19
C 1.752 6.775 1.965 -0.3 -0.4 0.0 -0.51
C 1.975 6.863 3.459 0.4 0.3 -0.1 -0.63
O 1.811 8.192 3.931 -0.2 -0.1 0.0 -0.38
C 0.572 8.397 4.587 0.1 0.1 0.0 -0.67
H -0.895 8.471 1.027 0.0 -0.1 0.0 0.24
H 0.608 9.084 1.743 0.0 0.0 0.0 0.44
H 0.612 8.389 0.096 0.0 0.1 0.0 0.32
H 2.413 7.465 1.433 0.0 0.0 0.1 0.38
H 1.990 5.758 1.634 0.1 0.0 0.0 0.36
H 3.007 6.570 3.678 0.0 -0.1 0.0 0.39
H 1.308 6.176 3.989 0.0 0.0 0.0 0.34
H 0.563 7.880 5.552 -0.1 0.0 0.0 0.33
H -0.267 8.052 3.978 0.0 0.0 0.0 0.26
H 0.461 9.466 4.763 0.1 0.0 0.0 0.24
C 5.873 -4.583 0.734 0.0 0.1 0.0 -0.70
O 6.094 -3.331 0.109 -0.1 -0.2 0.0 -0.37
C 6.189 -3.429 -1.305 0.1 0.4 0.2 -0.61
C 4.914 -2.970 -1.979 0.0 -0.4 -0.3 -0.42
O 3.840 -3.861 -1.720 0.0 0.0 0.2 -0.42
C 2.936 -3.364 -0.743 0.2 -0.1 -0.1 -0.74
H 5.644 -4.397 1.783 0.0 0.1 0.0 0.24
H 5.034 -5.117 0.281 0.0 0.0 0.0 0.29
H 6.776 -5.200 0.677 0.0 -0.1 0.0 0.33
H 6.440 -4.449 -1.609 -0.1 0.0 0.0 0.34
H 7.008 -2.772 -1.617 0.0 0.0 0.0 0.37
H 5.072 -2.965 -3.063 0.0 0.1 0.0 0.39
H 4.659 -1.952 -1.668 0.0 0.0 0.1 0.30
H 2.367 -2.533 -1.149 0.0 0.1 0.0 0.20
H 3.459 -3.046 0.164 0.0 0.0 0.0 0.44
H 2.246 -4.168 -0.485 0.0 0.0 -0.1 0.36
```
Positions in Å, forces in eV/Å.

The value obtained for the max |F| is 1.81 eV Å⁻¹. The value obtained for the HOMO energy is -9.159 eV. The value obtained for the frontier orbital gap is 8.01 eV. The value obtained for the total energy is -2888.04886 Eh.

Entry 2:
C35H55N3O24PS5 | the ωB97M-V functional and the def2-TZVPD basis

```
123
Properties=species:S:1:pos:R:3:forces:R:3:mulliken_charge:R:1
C 3.840 -1.762 3.405 -0.1 -0.3 -0.8 -0.07
C 3.178 -1.532 2.412 0.5 -1.1 -0.7 -1.04
N 2.539 -1.498 1.121 -0.6 1.1 0.1 1.29
C 1.579 -0.451 0.984 -0.9 -0.9 -3.5 -0.97
C 0.846 -0.310 -0.288 1.1 -1.4 0.6 0.26
C -0.227 0.899 -0.325 1.4 -1.0 -0.6 -1.19
O 0.514 2.080 0.070 -0.3 -0.3 -1.3 -0.42
C 1.092 2.738 -1.046 1.3 3.0 -3.1 -0.01
C 2.185 2.173 -1.913 -0.7 1.1 0.1 0.46
C 2.812 2.876 -3.075 -1.8 0.8 1.5 0.36
C 3.981 2.119 -3.845 -0.8 0.7 0.6 -0.78
C 2.314 4.243 -3.430 -0.8 -2.0 2.3 -1.17
C 1.238 4.837 -2.582 0.6 -2.0 0.5 -0.27
C 0.614 4.144 -1.390 1.4 -1.5 -1.0 0.58
C -0.490 4.895 -0.540 0.4 1.3 -0.7 0.33
C -1.807 5.251 -1.373 0.2 -0.1 0.3 -1.25
C 0.138 6.308 -0.091 0.1 -0.4 0.4 -1.17
C 1.103 -1.240 -1.501 1.7 0.6 3.4 0.05
N 0.271 -0.973 -2.621 -0.5 -2.1 1.7 0.61
C 0.606 -1.510 -3.947 0.2 0.4 -2.4 -0.81
C -1.076 -1.558 -2.278 -2.0 -0.1 -0.1 0.66
C -2.310 -0.777 -2.880 0.3 0.1 -0.7 -0.88
O -1.219 -2.562 -1.608 0.8 1.7 -0.8 -0.50
C 2.165 -2.286 -1.281 -0.5 1.8 1.7 -0.01
O 2.504 -3.154 -2.308 -0.1 1.3 1.2 -0.50
C 3.484 -2.638 -3.229 1.7 -0.3 -2.1 -0.06
C 4.979 -2.508 -2.719 0.1 1.2 -1.0 -0.73
C 5.291 -0.959 -2.426 0.9 0.2 0.1 0.86
C 6.137 -0.691 -1.098 -0.6 0.5 -0.4 -1.12
C 2.850 -2.415 0.077 -2.6 0.6 -1.1 0.74
P 4.132 -3.808 0.451 1.3 -1.3 0.5 0.10
N 3.846 -5.174 -0.617 -0.7 1.6 1.5 -0.56
O 3.798 -4.497 1.981 -1.1 0.7 -2.5 -0.39
H 4.503 -2.113 4.234 -1.2 0.8 -1.1 0.44
H 1.376 0.249 1.845 0.6 -1.1 -1.1 0.58
H -1.035 0.615 0.410 0.8 0.8 -0.6 0.41
H -0.649 1.053 -1.370 0.5 -0.4 1.4 0.34
H 2.577 1.136 -1.657 -0.5 1.5 -0.4 -0.03
H 3.621 1.065 -4.077 0.6 1.4 0.1 0.07
H 4.908 2.080 -3.184 -1.2 0.0 -0.9 0.23
H 4.233 2.688 -4.788 -0.3 -0.8 1.0 0.37
H 2.788 4.750 -4.323 -0.9 -0.4 1.3 0.30
H 0.845 5.868 -2.830 0.6 -1.4 0.3 0.28
H -0.797 4.346 0.398 0.6 0.3 -1.2 0.24
H -1.592 6.140 -2.050 -0.3 -1.2 0.7 0.28
H -2.195 4.387 -2.004 0.5 1.1 0.9 0.24
H -2.591 5.566 -0.610 0.9 -0.4 -1.2 0.41
H 0.617 6.859 -0.952 -0.6 -0.7 0.8 0.35
H 0.963 6.105 0.665 -1.1 0.5 -0.8 0.20
H -0.665 6.993 0.341 1.1 -1.0 -0.4 0.34
H -0.283 -1.322 -4.642 1.1 -0.2 1.0 0.39
H 1.446 -0.880 -4.395 -1.1 -1.0 0.6 0.18
H 0.821 -2.616 -4.025 -0.1 1.3 0.4 0.27
H -2.015 -0.231 -3.825 -0.2 -0.5 1.1 0.23
H -3.160 -1.473 -3.166 1.2 0.6 0.7 0.43
H -2.700 0.003 -2.155 0.6 -1.0 -0.7 -0.06
H 3.495 -3.352 -4.121 -0.4 0.7 1.4 0.45
H 3.219 -1.626 -3.689 0.0 -1.3 1.0 -0.25
H 5.636 -2.769 -3.618 -0.9 0.1 1.2 0.42
H 5.299 -3.206 -1.897 -0.5 0.8 -0.7 0.13
H 5.910 -0.551 -3.296 -1.0 -0.6 1.0 0.55
H 4.352 -0.317 -2.413 1.0 -1.0 0.1 -0.97
H 5.447 -0.160 -0.357 1.1 -0.8 -0.7 0.19
H 7.006 0.009 -1.333 -1.1 -1.0 0.5 0.34
H 6.501 -1.668 -0.673 -0.2 1.2 -0.3 0.29
H 4.086 -4.954 -1.586 -0.3 -0.2 0.4 0.34
H 2.896 -5.547 -0.515 0.4 0.0 -0.6 0.34
H 2.970 -5.024 1.924 0.7 0.1 0.4 0.31
C -6.279 0.520 -0.001 0.1 -0.6 -0.1 -0.47
C -4.831 0.774 0.384 -0.2 0.1 0.6 -0.26
O -4.298 1.562 -0.684 -0.4 -0.1 -0.5 -0.14
S -5.478 2.501 -1.284 -0.3 0.1 0.4 1.03
O -5.370 3.788 -0.689 -0.1 -0.4 -0.5 -0.53
O -5.538 2.301 -2.693 0.3 0.2 0.3 -0.49
O -6.727 1.737 -0.600 0.7 0.4 0.0 -0.34
H -6.357 -0.277 -0.746 0.0 0.0 0.1 0.30
H -6.896 0.270 0.861 -0.1 0.2 -0.1 0.34
H -4.263 -0.149 0.500 0.1 0.1 -0.2 0.30
H -4.763 1.360 1.304 0.0 -0.1 0.0 0.28
C -4.074 1.442 -6.452 -0.6 0.6 -0.1 -0.16
C -4.885 0.417 -7.223 -0.1 -0.3 0.5 -0.38
O -4.101 0.123 -8.382 0.7 0.4 0.1 -0.31
S -2.532 0.252 -8.005 -0.5 0.2 0.0 1.09
O -2.031 -1.053 -7.717 0.1 0.5 -0.1 -0.53
O -1.916 1.126 -8.943 -0.1 -0.6 0.3 -0.54
O -2.714 1.042 -6.600 0.2 -0.8 -0.4 -0.25
H -4.182 2.440 -6.886 -0.1 0.0 0.0 0.28
H -4.347 1.476 -5.396 0.2 -0.1 0.0 0.19
H -5.868 0.790 -7.506 0.2 0.0 -0.2 0.33
H -4.999 -0.508 -6.650 -0.1 0.1 0.0 0.28
C 0.349 -3.482 2.592 0.0 -0.3 -0.2 0.88
C -0.965 -4.121 2.175 -0.3 0.4 0.0 -0.30
O -1.146 -5.213 3.074 0.8 0.0 0.1 -0.40
S -0.497 -4.829 4.513 -0.7 0.1 0.2 1.18
O -1.532 -4.361 5.366 1.0 0.2 -3.6 -0.42
O 0.403 -5.867 4.888 -0.4 0.3 -0.2 -0.57
O 0.369 -3.549 4.014 -0.3 -0.1 -0.2 -0.37
H 1.202 -4.052 2.212 0.0 0.1 -0.1 -0.64
H 0.428 -2.448 2.259 -0.1 0.0 0.2 -0.10
H -0.950 -4.471 1.143 0.0 -0.2 0.1 0.34
H -1.801 -3.429 2.311 0.1 0.1 -0.1 0.36
C 2.103 4.627 3.911 0.4 0.0 0.4 -0.34
C 1.157 3.914 4.862 0.0 -0.4 -0.3 -0.27
O 0.189 4.897 5.224 0.3 0.6 -0.4 -0.32
S -0.038 5.904 3.977 0.1 -0.1 0.1 1.08
O -1.195 5.477 3.261 0.4 0.3 0.1 -0.49
O 0.136 7.238 4.438 -0.3 -0.5 -0.2 -0.54
O 1.270 5.478 3.122 -0.6 -0.2 0.3 -0.23
H 2.813 5.255 4.455 0.0 -0.1 0.0 0.26
H 2.649 3.932 3.274 -0.2 0.2 -0.1 0.31
H 1.667 3.533 5.746 -0.2 0.2 0.1 0.33
H 0.636 3.094 4.361 0.1 0.0 0.0 0.21
C -2.877 -5.555 10.300 0.4 0.1 0.4 -0.35
C -3.282 -4.094 10.396 -0.6 -0.2 0.2 -0.33
O -2.819 -3.502 9.181 0.3 -0.5 -0.3 -0.31
S -2.889 -4.604 7.994 0.3 -0.1 0.6 1.16
O -4.098 -4.402 7.266 0.5 -0.2 0.0 -0.57
O -1.616 -4.670 7.364 -1.0 -0.3 3.4 -0.45
O -3.077 -5.912 8.931 -0.3 0.6 -0.3 -0.34
H -1.818 -5.688 10.536 -0.1 0.0 0.0 0.28
H -3.475 -6.192 10.951 0.0 0.0 -0.3 0.31
H -2.843 -3.596 11.258 0.1 0.1 -0.2 0.31
H -4.370 -3.987 10.430 0.0 0.0 0.1 0.29
```
Positions in Å, forces in eV/Å.

Its net charge is +1. The value obtained for the max |F| is 4.48 eV Å⁻¹. The value obtained for the HOMO energy is -10.642 eV. The value obtained for the frontier orbital gap is 5.98 eV. The value obtained for the total energy is -5668.27549 Eh.